Record 1
An isolated ion of composition C7H12IN2O and charge +1 at a distorted geometry. Source: the Open Molecules 2025 dataset; level of theory: the ωB97M-V functional and the def2-TZVPD basis.

Results
DFT total energy in eV: -20569.2992
Molar mass in g/mol: 267.1
Energy relative to the best compared isomer or geometry (same formula, charge and spin) in kJ/mol: 508.2
LUMO level (alpha / beta) in Eh: -0.1901 / -0.2019
Total charge: +1

Each line ends with the natural charge from an NBO analysis.
CARTESIAN COORDINATES (ANGSTROEM)
1 C 0.207 -0.492 -0.595  0.039
2 O 0.582 -0.864 -3.003  -0.523
3 H -0.874 -2.467 -0.915  0.280
4 C 0.998 1.791 0.197  -0.363
5 H -1.067 -1.707 0.739  0.218
6 H 1.584 1.625 1.132  0.230
7 C 1.716 -0.940 -0.565  -0.621
8 C -2.446 1.402 0.363  -0.463
9 C -0.940 -1.525 -0.268  -0.637
10 H -0.131 0.370 1.284  0.456
11 H 2.086 -1.187 0.405  0.228
12 C 0.075 -0.193 -2.120  0.614
13 H 1.854 -1.783 -1.286  0.287
14 H -2.515 1.175 1.381  0.246
15 H -1.940 -1.099 -0.679  0.239
16 H 1.585 1.549 -0.603  0.232
17 I -1.744 1.503 -3.737  0.514
18 N -0.471 1.071 -2.292  -0.669
19 H 2.184 -0.128 -1.072  0.217
20 H 0.575 2.760 0.227  0.252
21 H -3.199 1.960 -0.126  0.282
22 C -1.318 1.138 -0.146  0.409
23 N -0.065 0.671 0.231  -0.467

---

Record 2
A single C4H8N2S molecule at a distorted geometry. Source: the Open Molecules 2025 dataset; level of theory: the ωB97M-V functional and the def2-TZVPD basis.

Results
DFT total energy in eV: -18091.5403
Molar mass in g/mol: 116.2
Energy relative to the best compared isomer or geometry (same formula, charge and spin) in kJ/mol: 212.5
Structure (SMILES): SC[C@@H]1CC=NN1
LUMO level in Eh: 0.0304

Each line ends with the natural charge from an NBO analysis.
CARTESIAN COORDINATES (ANGSTROEM)
1 H 1.407 1.518 1.079  0.359
2 S 0.825 -1.443 -2.353  -0.037
3 H -2.113 0.352 2.314  0.196
4 H -1.700 -0.072 -0.394  0.214
5 C -1.026 -0.441 0.384  -0.488
6 H -1.207 -1.551 0.501  0.236
7 N 0.443 1.367 0.760  -0.449
8 H -0.285 0.616 -1.897  0.236
9 C 0.572 0.091 -1.446  -0.531
10 C 0.389 -0.021 0.042  -0.082
11 H 1.749 -2.110 -1.594  0.128
12 N -0.386 1.247 1.873  -0.226
13 H 1.203 -0.642 0.592  0.193
14 C -1.279 0.369 1.707  0.037
15 H 1.408 0.720 -1.569  0.214